No. 1
Here is the molecule C3H6N2O2 in a non-equilibrium geometry from the Open Molecules 2025 dataset. Energies are from ωB97M-V/def2-TZVPD.

Calculated values
HOMO-LUMO gap ... 9.196 eV
E_LUMO ... 0.70 eV
Relative energy (zero: lowest compared OMol25 entry of this formula, charge and spin) ... 291.0 kJ/mol

```
13
C3H6N2O2 (ωB97M-V/def2-TZVPD)
C 0.80 -0.72 -0.98
C -1.18 -0.67 -0.03
N -1.97 0.30 0.34
N 0.54 0.66 1.23
C 0.21 -0.54 0.49
O 0.97 0.47 -1.60
O 1.26 -1.75 -1.40
H 1.51 0.33 -2.39
H -2.93 0.31 0.03
H -1.70 1.00 1.03
H 0.53 1.47 0.62
H 1.47 0.59 1.64
H 0.48 -1.46 1.01
```

Atomic partial charges in e from the Löwdin method, atoms 1 to 6: number 1, C, carries -0.52; number 2, C, carries -0.08; number 3, N, carries 0.08; number 4, N, carries 0.04; number 5, C, carries -0.34; number 6, O, carries 0.09

=====

No. 2
Here is the molecule C3H6N2O2 in a non-equilibrium geometry from the Open Molecules 2025 dataset. Energies are from ωB97M-V/def2-TZVPD.

Calculated values
HOMO-LUMO gap ... 9.831 eV
E_LUMO ... 0.70 eV
Relative energy (zero: lowest compared OMol25 entry of this formula, charge and spin) ... 425.1 kJ/mol
SMILES string ... [H]/N=C/N(O)CC=O

```
13
C3H6N2O2 (ωB97M-V/def2-TZVPD)
C -0.28 -0.35 0.89
C 1.01 0.13 1.46
C -0.34 0.59 -1.23
H -0.11 -2.37 -1.10
H -0.93 0.43 1.23
H -0.47 -1.24 1.47
H 1.62 0.90 0.94
H 0.27 0.49 -2.10
H -0.98 2.31 -1.67
N -0.40 -0.54 -0.52
N -1.20 1.54 -0.95
O 0.45 -1.61 -0.91
O 1.37 -0.27 2.50
```

Atomic partial charges in e from the Löwdin method, atoms 1 to 6: number 1, C, carries -0.14; number 2, C, carries -0.28; number 3, C, carries -0.28; number 4, H, carries 0.11; number 5, H, carries 0.12; number 6, H, carries 0.13

=====

Q: Which formula does entry 2 have?
A: C3H6N2O2